# 1
Molecular formula: C24H18ClN3O5S
Method: DFT, ωB97M-V/def2-TZVPD

Values from the calculation:
LUMO	-0.0169	Eh
structure (SMILES)	NS(=O)(=O)c1cccc(NC(=O)COC(=O)c2cc(-c3ccc(Cl)cc3)nc3ccccc23)c1
orbital gap	7.992	eV

```
! RIJCOSX wB97M-V def2-TZVPD def2/J DEFGRID3
* xyz 0 1
N -4.234 -2.839 2.050
S -3.506 -1.771 0.976
O -4.462 -1.471 -0.049
O -2.918 -0.693 1.720
C -2.209 -2.785 0.299
C -2.535 -3.905 -0.438
C -1.508 -4.676 -0.960
C -0.185 -4.325 -0.755
C 0.129 -3.183 -0.020
N 1.437 -2.746 0.182
C 2.585 -3.203 -0.391
O 2.714 -4.249 -0.975
C 3.762 -2.236 -0.193
O 3.337 -0.903 0.045
C 2.660 -0.320 -0.973
O 2.495 -0.853 -2.037
C 2.053 0.973 -0.561
C 0.706 1.117 -0.784
C 0.047 2.294 -0.351
C -1.400 2.467 -0.512
C -2.267 1.387 -0.674
C -3.629 1.584 -0.790
C -4.134 2.874 -0.753
Cl -5.833 3.127 -0.898
C -3.292 3.966 -0.595
C -1.934 3.757 -0.470
N 0.707 3.278 0.216
C 2.030 3.179 0.416
C 2.698 4.271 1.011
C 4.045 4.215 1.238
C 4.781 3.075 0.881
C 4.166 1.998 0.303
C 2.780 2.019 0.061
C -0.902 -2.412 0.516
H -4.065 -2.578 3.008
H -5.219 -2.943 1.866
H -3.572 -4.150 -0.598
H -1.736 -5.559 -1.538
H 0.612 -4.920 -1.170
H 1.509 -1.886 0.714
H 4.344 -2.529 0.683
H 4.388 -2.293 -1.089
H 0.163 0.336 -1.292
H -1.900 0.373 -0.677
H -4.287 0.735 -0.886
H -3.701 4.964 -0.566
H -1.261 4.588 -0.337
H 2.112 5.137 1.271
H 4.555 5.052 1.692
H 5.845 3.054 1.064
H 4.737 1.126 0.025
H -0.708 -1.521 1.095
*
```

***

# 2
Molecular formula: C26H50OP2ReSi
Method: DFT, ωB97M-V/def2-TZVPD

Values from the calculation:
LUMO (spin up / spin down)	-0.1866 / -0.2768	Eh
orbital gap (spin up / spin down)	8.306 / 6.178	eV

```
! RIJCOSX wB97M-V def2-TZVPD def2/J DEFGRID3
* xyz 2 4
Re 0.308 -1.391 0.722
C 2.035 -2.379 1.378
C 1.595 -1.381 2.329
C -0.125 -2.928 2.049
C 1.001 -3.374 1.311
C 0.205 -1.691 2.703
C 3.406 -2.507 0.798
H 3.961 -1.578 0.918
H 3.347 -2.757 -0.282
H 3.936 -3.329 1.307
C 1.218 -4.757 0.725
H 2.229 -4.840 0.272
H 0.475 -4.965 -0.055
H 1.121 -5.555 1.493
C -1.330 -3.767 2.343
H -1.078 -4.743 2.791
H -1.896 -3.982 1.431
H -1.976 -3.245 3.032
C -0.721 -0.948 3.605
H -0.753 -1.534 4.550
H -1.751 -0.882 3.181
H -0.319 0.048 3.800
C 2.475 -0.484 3.101
H 2.950 -1.067 3.908
H 1.931 0.351 3.566
H 3.289 -0.087 2.480
C 1.208 -0.188 -1.770
C 2.228 0.092 -0.919
C 2.457 1.316 -0.044
C 1.344 1.776 0.872
C 0.015 0.995 0.861
C -1.153 1.538 -0.015
C -1.178 1.013 -1.521
C 0.100 0.687 -2.253
H 2.669 2.099 -0.772
H 1.205 2.863 0.705
H 3.389 1.167 0.519
H 0.619 1.617 -2.591
H 1.272 -1.173 -2.293
H 3.071 -0.641 -0.888
H -0.225 0.191 -3.179
H -1.814 0.109 -1.499
H -2.054 1.049 0.421
H -1.746 1.743 -2.122
H 1.734 1.677 1.899
H -0.367 0.970 1.914
P 0.876 3.499 -1.525
C 0.925 3.992 -3.320
C 1.953 4.859 -0.913
P -1.481 3.214 0.312
C -0.789 4.162 -1.078
C -0.871 3.904 1.852
C -3.278 3.428 0.324
H 0.164 3.460 -3.895
H 1.899 3.723 -3.751
H 0.770 5.073 -3.439
H 1.669 5.821 -1.368
H 3.000 4.638 -1.173
H 1.908 4.945 0.177
H -3.540 4.396 -0.133
H -3.622 3.385 1.356
H -3.773 2.617 -0.244
H -1.479 4.107 -1.973
H -0.718 5.252 -0.796
H -1.551 3.556 2.657
H -0.888 4.997 1.787
H 0.148 3.566 2.118
C -3.529 -1.909 -1.671
Si -1.843 -2.729 -1.649
C -1.987 -4.549 -1.151
C -1.017 -2.659 -3.353
O -0.927 -1.868 -0.592
H -4.230 -2.614 -2.178
H -3.512 -0.948 -2.229
H -3.884 -1.722 -0.634
H -2.449 -5.065 -2.026
H -0.994 -5.000 -0.951
H -2.651 -4.671 -0.268
H -1.062 -1.639 -3.776
H 0.037 -2.989 -3.278
H -1.583 -3.358 -4.000
*
```

***

# 3
Molecular formula: C5H34O13
Method: DFT, ωB97M-V/def2-TZVPD

Values from the calculation:
LUMO (spin up / spin down)	-0.1794 / -0.3425	Eh
orbital gap (spin up / spin down)	8.704 / 4.242	eV

```
! RIJCOSX wB97M-V def2-TZVPD def2/J DEFGRID3
* xyz 1 2
O 0.693 -0.239 1.476
C 0.210 0.852 1.192
C 1.055 2.125 0.963
C 0.952 2.215 -0.657
C 0.014 3.404 -1.192
C 2.374 2.475 -1.282
H -0.789 0.821 0.846
H 0.701 3.159 1.395
H 2.060 2.009 1.423
H 0.605 1.284 -1.051
H -0.982 2.966 -1.637
H 0.307 3.864 -2.015
H -0.230 4.100 -0.402
H 3.105 1.858 -0.814
H 2.037 1.864 -2.165
H 2.859 3.315 -1.567
H 2.297 -0.248 1.374
H 3.431 -0.732 2.273
O 3.201 0.006 1.690
H -0.277 -3.459 2.142
H -0.065 -2.284 3.163
O 0.163 -3.299 2.978
H -2.679 0.347 3.782
H -1.709 -0.832 3.635
O -2.470 -0.466 3.270
H -1.447 3.540 2.435
H -1.989 2.605 1.322
O -1.824 2.713 2.259
H 2.532 -1.328 -0.892
H 1.798 -2.081 0.165
O 2.488 -2.256 -0.462
H 1.640 -2.010 -3.875
H 0.264 -1.672 -3.179
O 0.861 -1.520 -3.938
H 0.213 -2.878 -0.724
H 0.316 -4.306 -0.321
O -0.137 -3.564 -0.029
H -1.747 -3.000 -0.248
H -2.736 -2.783 -1.331
O -1.860 -2.346 -1.040
H -3.812 -1.873 1.716
H -2.590 -1.295 1.185
O -3.294 -1.799 0.935
H 2.222 -0.441 -2.928
H 3.510 -0.533 -2.036
O 2.720 -0.988 -2.322
H -1.572 0.996 -1.429
H -1.841 -0.479 -1.819
O -1.107 0.176 -1.820
H -3.425 0.683 0.561
H -2.927 0.309 -0.803
O -3.119 1.028 -0.202
*
```

***

# 4
Molecular formula: C10H10N2S
Method: DFT, ωB97M-V/def2-TZVPD

Values from the calculation:
LUMO (spin up / spin down)	-0.0411 / -0.0411	Eh
structure (SMILES)	[H]/N=[N+](\[S-])c1cccc2c1C=CCC2
orbital gap (spin up / spin down)	7.180 / 7.179	eV

```
! RIJCOSX wB97M-V def2-TZVPD def2/J DEFGRID3
* xyz 0 1
H -0.662 3.293 2.458
N -0.223 2.647 1.835
N -0.928 2.440 0.816
S -2.579 3.440 0.691
C -0.790 1.387 -0.113
C -1.454 1.534 -1.333
C -1.337 0.521 -2.307
C -0.598 -0.624 -2.021
C -0.045 -0.816 -0.784
C -0.134 0.138 0.221
C 0.582 -0.188 1.542
C 1.549 -1.118 1.616
C 1.914 -1.960 0.426
C 0.607 -2.172 -0.374
H -1.894 2.450 -1.463
H -1.764 0.535 -3.217
H -0.479 -1.339 -2.722
H 0.290 0.540 2.238
H 1.959 -1.203 2.554
H 2.671 -1.235 -0.028
H 2.338 -2.823 0.873
H 0.091 -2.780 0.316
H 0.887 -2.669 -1.223
*
```

***

# 5
Molecular formula: C31H33As2ClCuIN2O12S
Method: DFT, ωB97M-V/def2-TZVPD

Values from the calculation:
LUMO (spin up / spin down)	-0.1018 / -0.1486	Eh
orbital gap (spin up / spin down)	8.424 / 7.237	eV

```
! RIJCOSX wB97M-V def2-TZVPD def2/J DEFGRID3
* xyz 1 2
Cu 1.726 -0.177 0.697
O 3.366 1.361 3.147
Cl 3.715 0.154 2.466
O 4.989 -0.343 2.838
O 2.648 -0.860 2.642
O 3.669 0.390 0.973
I -0.541 -1.552 -4.543
C 1.094 -0.876 -3.461
C 2.241 -0.417 -4.086
C 3.287 0.039 -3.300
C 3.154 0.032 -1.927
N 2.039 -0.415 -1.330
C 1.027 -0.862 -2.082
H 2.317 -0.408 -5.165
H 4.197 0.409 -3.751
H 3.942 0.392 -1.279
H 0.146 -1.192 -1.547
N 0.043 -1.178 0.817
S 0.224 -2.374 1.954
C -1.407 -3.035 2.203
C -1.508 -4.139 3.041
C -2.762 -4.657 3.311
C -3.893 -4.065 2.756
C -3.771 -2.958 1.931
C -2.517 -2.428 1.642
C 1.000 -3.642 0.991
C 0.470 -4.030 -0.235
C 1.129 -5.011 -0.952
C 2.293 -5.588 -0.442
C 2.805 -5.186 0.781
C 2.157 -4.195 1.512
H -0.641 -0.526 1.196
H -0.622 -4.588 3.478
H -2.858 -5.520 3.957
H -4.873 -4.470 2.971
H -4.654 -2.501 1.504
H -2.429 -1.574 0.983
H -0.439 -3.573 -0.609
H 0.737 -5.332 -1.908
H 2.804 -6.356 -1.010
H 3.714 -5.629 1.166
H 2.559 -3.844 2.455
C -3.074 0.679 4.223
O -2.736 1.270 2.948
C -1.446 1.302 2.645
O -0.564 0.895 3.368
C -1.137 1.893 1.297
C -2.066 2.057 0.358
As -1.890 2.936 -1.393
C -2.222 1.329 -2.481
C 0.062 2.979 -1.597
C 0.971 2.929 -0.634
As 0.808 2.118 1.145
C 1.104 3.582 2.363
C 2.404 3.324 -0.844
O 3.228 3.150 0.021
O 2.633 3.958 -1.989
C 3.989 4.386 -2.228
C 0.440 3.141 -3.050
O 0.940 2.253 -3.688
O -0.003 4.301 -3.533
C 0.197 4.551 -4.940
C -3.519 1.689 0.539
O -4.394 2.497 0.665
O -3.708 0.363 0.442
C -5.092 -0.039 0.503
H -4.136 0.466 4.170
H -2.869 1.395 5.015
H -2.501 -0.228 4.386
H -3.293 1.214 -2.626
H -1.811 0.441 -2.005
H -1.749 1.470 -3.453
H 0.460 4.408 2.076
H 2.153 3.855 2.304
H 0.870 3.229 3.363
H 4.094 4.434 -3.307
H 4.694 3.683 -1.796
H 4.136 5.369 -1.788
H -0.727 4.983 -5.311
H 0.435 3.634 -5.467
H 1.009 5.267 -5.037
H -5.107 -1.076 0.187
H -5.698 0.574 -0.158
H -5.462 0.064 1.522
*
```

***

# 6
Molecular formula: C48H51NO3P3SSiTi
Method: DFT, ωB97M-V/def2-TZVPD

Values from the calculation:
LUMO	-0.3317	Eh
orbital gap	6.556	eV

```
! RIJCOSX wB97M-V def2-TZVPD def2/J DEFGRID3
* xyz 3 1
Ti 0.664 0.027 0.010
C -0.299 3.051 2.196
Si -0.966 1.675 1.024
C -2.091 0.477 2.028
C -2.849 0.938 3.101
C -3.723 0.105 3.783
C -3.894 -1.206 3.371
C -3.147 -1.694 2.312
C -2.219 -0.877 1.673
P -1.289 -1.509 0.237
C -2.689 -1.880 -0.870
C -2.799 -3.096 -1.539
C -3.954 -3.386 -2.245
C -4.992 -2.470 -2.291
C -4.870 -1.243 -1.655
C -3.720 -0.941 -0.950
C -0.521 -3.147 0.468
C -0.818 -4.107 1.429
C -0.151 -5.323 1.411
C 0.802 -5.595 0.442
C 1.095 -4.645 -0.526
C 0.444 -3.423 -0.507
C -1.701 2.577 -0.519
C -2.550 3.660 -0.316
C -3.044 4.399 -1.378
C -2.730 4.043 -2.680
C -1.902 2.958 -2.914
C -1.364 2.243 -1.843
P -0.208 0.867 -2.122
C -1.052 -0.277 -3.252
C -0.302 -1.345 -3.746
C -0.889 -2.264 -4.593
C -2.222 -2.125 -4.948
C -2.966 -1.063 -4.460
C -2.391 -0.142 -3.603
C 1.241 1.356 -3.113
C 1.203 2.217 -4.205
C 2.324 2.356 -5.003
C 3.479 1.645 -4.719
C 3.533 0.806 -3.615
C 2.417 0.660 -2.812
H -0.967 3.191 3.039
H -0.227 4.009 1.686
H 0.681 2.805 2.600
H -2.784 1.970 3.407
H -4.292 0.480 4.619
H -4.621 -1.839 3.856
H -3.312 -2.702 1.958
H -2.005 -3.827 -1.493
H -4.048 -4.337 -2.745
H -5.896 -2.720 -2.823
H -5.679 -0.530 -1.706
H -3.634 0.015 -0.444
H -1.563 -3.917 2.186
H -0.385 -6.069 2.155
H 1.312 -6.547 0.437
H 1.825 -4.860 -1.292
H 0.649 -2.669 -1.281
H -2.818 3.932 0.692
H -3.677 5.252 -1.193
H -3.133 4.602 -3.509
H -1.691 2.659 -3.931
H 0.752 -1.426 -3.494
H -0.308 -3.085 -4.983
H -2.677 -2.844 -5.610
H -4.000 -0.951 -4.740
H -2.980 0.680 -3.222
H 0.303 2.762 -4.441
H 2.293 3.016 -5.856
H 4.337 1.740 -5.363
H 4.440 0.266 -3.390
H 2.441 -0.024 -1.943
C 4.105 0.142 5.196
C 3.336 0.634 3.985
O 2.470 -0.442 3.575
P 1.259 -0.322 2.553
O 1.914 -0.970 1.129
C 2.871 -2.062 1.159
C 4.301 -1.555 1.085
O 0.442 -1.653 2.918
C -0.023 -1.910 4.263
C 0.860 -2.931 4.953
H 4.947 0.795 5.395
H 4.481 -0.860 5.002
H 3.462 0.113 6.071
H 4.009 0.883 3.156
H 2.740 1.519 4.228
H 2.636 -2.700 0.299
H 2.714 -2.633 2.080
H 4.414 -0.832 0.275
H 4.969 -2.391 0.894
H 4.599 -1.096 2.024
H -1.043 -2.285 4.155
H -0.049 -0.974 4.825
H 0.887 -3.859 4.385
H 0.460 -3.139 5.941
H 1.871 -2.548 5.069
S 2.453 1.810 0.415
C 2.428 3.490 0.092
N 3.332 4.246 0.762
C 3.434 5.580 0.627
C 2.594 6.246 -0.227
C 1.652 5.507 -0.957
C 1.565 4.143 -0.801
H 3.977 3.756 1.378
H 4.191 6.080 1.214
H 2.666 7.315 -0.343
H 0.996 6.015 -1.647
H 0.853 3.553 -1.361
*
```